Below is a molecular structure, C3H9N3, with properties calculated with ωB97M-V/def2-TZVPD.

Properties
LUMO level ... 0.933 eV

```
15
Properties=species:S:1:pos:R:3:mulliken_charge:R:1
C -0.15 -1.12 0.33 -0.5206
C -0.55 0.30 0.23 0.0660
C -1.73 0.55 -0.61 -1.3468
N 0.90 -1.07 -0.69 -0.4452
N 1.06 0.34 -0.72 -0.1445
N 2.10 0.68 0.22 -0.6116
H 0.19 -1.35 1.40 0.1908
H -0.88 -1.89 0.17 0.4021
H -0.26 0.90 1.00 0.5075
H -1.87 -0.22 -1.37 0.3015
H -1.92 1.48 -1.10 0.3668
H -2.53 0.58 0.18 0.3427
H 1.86 -1.42 -0.45 0.3483
H 1.71 0.51 1.26 0.2109
H 2.07 1.73 0.15 0.3323
```


Below is a single C19H25N5O3S molecule, with properties calculated with ωB97M-V/def2-TZVPD.

Properties
SMILES string ... CSCC[C@H](NC(=O)OC(C)(C)C)C(=O)N/N=C/c1ccc2nccnc2c1
LUMO level ... -0.953 eV

```
53
Properties=species:S:1:pos:R:3:mulliken_charge:R:1
C -2.42 -1.92 1.21 -0.4460
S -4.08 -1.53 0.59 -0.1395
C -3.63 -0.92 -1.07 -0.4731
C -3.20 0.54 -1.04 -0.5390
C -2.28 0.91 -2.22 0.2079
N -0.92 0.48 -2.00 0.1581
C -0.44 -0.78 -2.21 0.7194
O -1.00 -1.65 -2.83 -0.6502
O 0.76 -0.85 -1.61 -0.4091
C 1.54 -2.07 -1.64 1.6651
C 0.78 -3.21 -0.96 -1.5445
C 2.80 -1.72 -0.84 -1.4063
C 1.90 -2.43 -3.08 -1.7712
C -2.36 2.42 -2.38 -0.2110
O -3.00 2.97 -3.24 -0.6426
N -1.72 3.17 -1.43 -0.5369
N -0.97 2.66 -0.45 0.0999
C -0.43 3.38 0.44 -0.5589
C 0.40 2.78 1.47 1.0607
C 0.88 3.59 2.53 -0.9934
C 1.67 3.07 3.51 -0.7023
C 2.03 1.71 3.48 0.5069
N 2.82 1.20 4.45 -0.6583
C 3.12 -0.07 4.37 -0.3372
C 2.67 -0.88 3.31 -0.3037
N 1.90 -0.42 2.35 -0.3734
C 1.56 0.89 2.42 -0.0563
C 0.75 1.44 1.42 0.3399
H -1.98 -2.68 0.58 0.1337
H -1.81 -1.02 1.23 -0.0341
H -2.55 -2.30 2.22 0.4182
H -2.83 -1.57 -1.44 0.0810
H -4.51 -1.06 -1.70 0.4051
H -2.66 0.75 -0.11 0.2917
H -4.09 1.17 -1.06 0.3620
H -2.65 0.44 -3.14 0.5710
H -0.39 1.05 -1.35 0.1325
H -0.14 -3.42 -1.51 0.3663
H 1.39 -4.10 -0.94 0.4890
H 0.53 -2.92 0.06 0.2472
H 3.33 -0.91 -1.32 0.4024
H 3.45 -2.59 -0.78 0.4710
H 2.52 -1.41 0.16 0.0662
H 2.55 -3.30 -3.10 0.4655
H 0.99 -2.66 -3.65 0.3830
H 2.41 -1.60 -3.56 0.3656
H -1.85 4.19 -1.50 0.2652
H -0.57 4.47 0.48 0.3283
H 0.60 4.63 2.55 0.3575
H 2.03 3.68 4.33 0.4588
H 3.75 -0.47 5.15 0.3976
H 2.94 -1.93 3.25 0.4446
H 0.42 0.80 0.62 0.1261
```


Below is a molecular structure, C3H3NO3, with properties calculated with ωB97M-V/def2-TZVPD.

Properties
LUMO level ... -0.533 eV

```
10
Properties=species:S:1:pos:R:3:mulliken_charge:R:1
C -1.67 0.23 -0.19 -0.9236
C -0.21 -0.01 0.07 0.7018
N 0.22 -1.24 0.04 -0.3418
O 1.59 -1.23 0.28 -0.1028
C 2.23 0.02 0.07 0.6116
O 3.28 0.47 0.36 -0.3296
O 0.69 0.94 0.18 -0.4789
H -1.83 0.52 -1.23 0.2401
H -2.21 -0.71 -0.02 0.3141
H -2.09 1.01 0.45 0.3089
```


Below is 2 unconnected molecules or ions with the total composition C11H15N, with properties calculated with ωB97M-V/def2-TZVPD.

Properties
SMILES string ... Cc1c[nH]c2ccccc12.CC
LUMO level ... 0.951 eV

```
27
Properties=species:S:1:pos:R:3:mulliken_charge:R:1
C -0.70 -1.67 -0.44 -1.2314
C -0.48 -0.57 -1.44 0.5963
C -0.77 -0.58 -2.74 -0.6713
N -0.24 0.58 -3.38 -0.0669
C 0.42 1.31 -2.41 -0.4476
C 1.24 2.44 -2.55 -0.7772
C 1.96 2.80 -1.43 -0.2937
C 1.86 2.16 -0.18 -0.7186
C 0.88 1.18 -0.05 -0.2151
C 0.33 0.61 -1.18 1.1019
H -1.02 -2.56 -0.99 0.3134
H -1.49 -1.38 0.25 0.2592
H 0.20 -1.80 0.16 0.3473
H -1.13 -1.31 -3.44 0.3950
H -0.22 0.70 -4.37 0.1752
H 1.31 3.07 -3.42 0.3461
H 2.74 3.55 -1.52 0.3181
H 2.48 2.51 0.62 0.4107
H 0.82 0.83 0.98 0.1385
C -1.61 -1.43 3.87 -1.0163
C -0.36 -1.54 3.03 -0.3008
H -2.31 -0.66 3.53 0.3097
H -2.30 -2.29 3.82 0.2965
H -1.42 -1.35 4.94 0.2955
H -0.26 -0.70 2.34 -0.2045
H -0.42 -2.40 2.36 0.2122
H 0.53 -1.50 3.65 0.4279
```


Below is a molecular structure, C42H31Cl2N2O3Se2Te2Ti, with properties calculated with ωB97M-V/def2-TZVPD.

Properties
Charge ... -2
2S+1 ... 2
LUMO level (alpha / beta) ... 3.916 / 3.909 eV
<S²> ... 0.77

```
85
Properties=species:S:1:pos:R:3:mulliken_charge:R:1
Ti -0.51 0.25 0.17 -1.0235
O 0.42 -1.40 0.08 0.3072
C 0.93 -2.44 0.83 3.2935
C 1.04 -2.01 2.31 -1.1914
C 1.79 -0.73 2.46 -0.3482
C 2.97 -0.71 3.21 -0.9490
C 3.73 0.43 3.23 -1.1592
C 3.33 1.51 2.47 -0.8987
C 2.13 1.44 1.77 -0.1400
C 1.72 2.59 0.90 -1.8901
C 1.65 2.20 -0.59 3.0511
O 0.78 1.12 -0.74 1.3217
C 3.02 1.81 -1.16 -0.2102
C 3.10 0.72 -2.01 0.0677
C 4.31 0.38 -2.61 -0.8596
C 5.46 1.13 -2.37 -0.6377
C 5.38 2.22 -1.51 -0.8306
C 4.17 2.56 -0.91 -0.2437
C 1.15 3.40 -1.43 -0.1253
C 0.72 3.15 -2.73 -0.4512
C 0.27 4.18 -3.53 -0.8225
C 0.25 5.49 -3.06 -0.4982
C 0.65 5.74 -1.75 -0.9426
C 1.09 4.70 -0.94 -0.2700
N 1.34 0.35 1.82 1.4290
C 0.02 -3.67 0.71 -0.8634
C -0.24 -4.56 1.75 0.0878
C -1.09 -5.64 1.55 -0.9487
C -1.71 -5.84 0.32 -0.4960
C -1.44 -4.96 -0.72 -1.0868
C -0.57 -3.90 -0.53 -0.6338
C 2.33 -2.79 0.28 -0.0136
C 3.28 -1.77 0.13 -0.2287
C 4.54 -2.03 -0.38 -1.0181
C 4.89 -3.31 -0.79 -0.8161
C 3.95 -4.32 -0.69 -0.9830
C 2.69 -4.07 -0.16 -0.7727
H 1.56 -2.77 2.89 0.8541
H 0.02 -1.91 2.70 -0.0623
H 3.28 -1.60 3.73 0.5051
H 4.65 0.48 3.81 0.4073
H 3.93 2.40 2.40 0.4826
H 2.41 3.42 1.05 1.3299
H 0.73 2.93 1.17 0.2522
H 2.21 0.12 -2.18 0.3954
H 4.36 -0.48 -3.28 0.4417
H 6.40 0.87 -2.84 0.3516
H 6.27 2.81 -1.30 0.4212
H 4.13 3.43 -0.26 0.3990
H 0.69 2.13 -3.09 0.4546
H -0.10 3.96 -4.52 0.4412
H -0.10 6.30 -3.69 0.3553
H 0.59 6.75 -1.35 0.3995
H 1.37 4.92 0.08 0.3416
H 0.21 -4.41 2.72 0.3570
H -1.29 -6.32 2.38 0.3690
H -2.40 -6.66 0.18 0.3353
H -1.93 -5.06 -1.68 0.3712
H -0.35 -3.23 -1.35 0.7665
H 3.02 -0.75 0.37 0.3428
H 5.25 -1.21 -0.48 0.5589
H 5.87 -3.51 -1.20 0.3842
H 4.19 -5.33 -1.02 0.4068
H 1.98 -4.88 -0.08 0.4419
Cl -0.65 3.86 3.39 -0.3015
C -1.22 2.22 3.60 0.6679
C -1.50 1.76 4.88 -0.8480
C -1.95 0.46 5.05 0.9486
Cl -2.32 -0.09 6.68 -0.3349
C -2.13 -0.42 3.96 0.4372
C -2.60 -1.76 4.03 -1.5340
C -2.79 -2.45 2.81 -0.7261
C -2.47 -1.89 1.61 -0.3753
N -1.93 -0.63 1.50 0.5662
C -1.82 0.09 2.68 1.0221
C -1.36 1.41 2.49 -1.2576
O -1.09 1.75 1.22 -0.7467
H -1.37 2.40 5.74 0.4144
H -2.83 -2.22 4.98 0.3657
H -3.19 -3.45 2.81 0.3834
H -2.63 -2.40 0.68 0.6381
Se -1.55 -0.79 -1.78 -0.3299
Te -3.44 -1.91 -3.05 -0.4272
Te -3.14 2.26 -3.56 -0.4635
Se -2.18 1.39 -1.36 -0.4079
```


Below is a molecular structure, C29H33AlAs2BN2O14, with properties calculated with ωB97M-V/def2-TZVPD.

Properties
Charge ... +1
LUMO level ... -4.099 eV

```
82
Properties=species:S:1:pos:R:3:mulliken_charge:R:1
Al -0.70 1.43 0.50 -2.0274
O -0.55 5.77 4.12 -0.5157
C -0.63 4.62 4.78 0.3854
O -0.62 4.56 5.98 -0.5499
C -0.70 3.36 3.98 0.2638
C -0.79 2.10 4.56 -0.5511
N -0.82 1.19 3.58 0.0224
N -0.77 1.79 2.39 0.6065
C -0.70 3.11 2.61 -0.6014
C -0.70 3.94 1.37 1.3206
O -0.65 5.14 1.39 -0.7447
O -0.79 3.20 0.28 -0.0709
H -0.56 5.66 3.14 0.4142
H -0.85 1.82 5.60 0.5519
H -1.07 0.19 3.62 0.3099
C 6.50 -2.60 0.71 -1.5627
C 6.44 -1.51 -0.36 2.0513
C 6.44 -2.16 -1.75 -1.5846
C 7.69 -0.64 -0.25 -2.1341
C 5.15 -0.71 -0.18 0.5163
C 5.15 0.65 0.14 -0.2067
C 3.99 1.39 0.32 -2.1015
C 2.81 0.71 0.16 0.4214
O 1.49 1.17 0.25 -0.6455
B 0.69 0.03 -0.03 2.4267
O 1.46 -1.07 -0.28 -0.3488
C 2.77 -0.63 -0.16 0.3510
C 3.92 -1.36 -0.34 -1.0511
H 7.40 -3.20 0.59 0.4436
H 5.64 -3.28 0.65 0.3248
H 6.51 -2.17 1.71 0.3637
H 7.37 -2.71 -1.90 0.4558
H 6.35 -1.41 -2.54 0.3672
H 5.61 -2.87 -1.87 0.3157
H 8.57 -1.26 -0.42 0.4223
H 7.79 -0.20 0.75 0.4260
H 7.69 0.16 -0.98 0.4498
H 6.10 1.16 0.26 0.5144
H 4.01 2.45 0.57 0.5281
H 3.86 -2.41 -0.59 0.5137
C -1.02 3.28 -2.75 -0.1920
O -2.34 3.53 -2.26 -0.4024
C -3.00 2.69 -1.49 0.4649
O -4.00 3.06 -0.91 -0.6349
C -2.56 1.28 -1.21 0.4506
C -2.32 0.34 -2.14 1.3263
As -1.62 -1.45 -1.87 0.9530
C -2.92 -2.47 -2.91 -1.1861
C -2.27 -1.83 -0.07 1.5308
C -2.88 -1.01 0.78 -0.0406
As -3.48 0.85 0.55 0.5935
C -5.27 0.45 -0.12 -1.1255
C -3.12 -1.41 2.21 -0.6405
O -2.33 -1.14 3.09 -0.7927
O -4.34 -1.86 2.41 -0.2470
C -4.64 -2.30 3.75 -0.7700
C -1.91 -3.21 0.41 0.1321
O -2.21 -3.66 1.49 -0.5792
O -1.19 -3.86 -0.50 -0.3801
C -0.77 -5.19 -0.13 -0.7720
C -2.40 0.62 -3.61 -0.8535
O -1.57 0.22 -4.40 -0.5280
O -3.45 1.37 -3.91 -0.2170
C -3.59 1.73 -5.30 -0.7398
H -0.63 4.26 -3.03 0.3777
H -1.02 2.64 -3.62 0.2111
H -0.39 2.87 -1.96 -0.0653
H -2.76 -2.24 -3.96 0.4276
H -3.95 -2.25 -2.62 0.3638
H -2.71 -3.53 -2.75 0.4133
H -5.19 -0.08 -1.07 0.3067
H -5.80 1.39 -0.24 0.4262
H -5.75 -0.19 0.62 0.4283
H -4.78 -1.44 4.40 0.3043
H -3.83 -2.92 4.12 0.3281
H -5.56 -2.87 3.67 0.2846
H -0.22 -5.57 -0.99 0.2551
H -1.64 -5.81 0.08 0.3250
H -0.13 -5.14 0.75 0.3193
H -4.47 2.36 -5.35 0.2739
H -3.72 0.83 -5.90 0.2989
H -2.71 2.27 -5.64 0.3005
```


Below is 15 unconnected molecules or ions with the total composition C3H35NO14, with properties calculated with ωB97M-V/def2-TZVPD.

Properties
LUMO level ... -0.124 eV

```
53
Properties=species:S:1:pos:R:3:mulliken_charge:R:1
N -0.80 -1.67 0.74 0.2215
C -1.77 -1.03 1.62 -0.4988
C -1.48 1.01 3.32 -1.0252
C -1.12 0.36 2.20 0.1832
H -0.50 -1.21 -0.08 0.0602
H -1.26 -2.47 0.46 0.0323
H -1.96 -1.78 2.44 0.4149
H -2.72 -0.57 1.04 0.1884
H -1.15 2.03 3.28 0.2324
H -1.71 0.79 4.30 0.3371
H -0.54 0.82 1.43 0.1839
H -2.59 0.27 -3.25 0.3742
H -1.47 1.32 -3.40 0.4583
O -2.45 1.06 -3.71 -0.7429
H 2.45 0.93 2.06 0.3397
H 2.02 2.44 1.77 0.3016
O 2.73 1.82 1.62 -0.6363
H 2.55 3.20 -1.52 0.2226
H 1.29 2.27 -1.12 0.2938
O 2.05 2.52 -1.63 -0.5603
H 0.79 0.55 -1.92 0.3085
H 0.89 -0.96 -1.73 0.1836
O 0.24 -0.22 -1.69 -0.5988
H 2.47 -0.67 3.98 0.2311
H 1.01 -1.03 3.23 0.4308
O 1.76 -0.36 3.47 -0.6291
H 3.93 -1.59 2.36 0.3242
H 3.28 -2.87 2.96 0.3140
O 4.03 -2.52 2.33 -0.6300
H 1.23 -3.74 2.51 0.2691
H 0.92 -2.37 1.96 0.2551
O 0.97 -2.87 2.73 -0.6405
H -0.26 3.13 -2.86 0.2623
H 0.79 2.65 -3.90 0.3296
O -0.03 2.36 -3.46 -0.7000
H -2.75 2.20 -2.67 0.4319
H -2.08 3.59 -2.45 0.3400
O -2.67 3.02 -1.97 -0.7620
H -2.64 -2.81 -2.06 0.3101
H -4.01 -2.47 -1.44 0.3096
O -3.08 -2.08 -1.53 -0.6294
H 0.15 4.29 -1.50 0.3716
H -1.34 4.66 -1.22 0.3417
O -0.64 4.74 -1.83 -0.7337
H 3.34 -2.55 -0.21 0.3228
H 3.10 -3.38 -1.43 0.2837
O 2.59 -2.80 -0.83 -0.5896
H -0.58 1.00 -0.70 0.1824
H -1.24 2.30 -0.75 0.4529
O -0.45 1.92 -0.30 -0.7044
H 0.35 -4.46 -0.08 0.2990
H -1.13 -4.11 -0.55 0.3049
O -0.52 -4.68 -0.04 -0.6219
```


Below is a molecular structure, C10H26F6InN3O21P2S6, with properties calculated with ωB97M-V/def2-TZVPD.

Properties
LUMO level ... -6.042 eV

```
75
Properties=species:S:1:pos:R:3:mulliken_charge:R:1
In 1.16 -0.83 0.25 2.1118
N -1.05 -1.99 1.20 -0.0786
S -1.26 -3.14 2.29 0.9062
O -1.59 -4.43 1.80 -0.5977
O -1.72 -2.70 3.56 -0.5649
F 0.33 -3.27 2.57 -0.2709
S -2.62 -1.47 1.03 0.8272
O -3.13 -0.61 2.03 -0.5771
O -3.51 -2.39 0.40 -0.5769
F -2.26 -0.48 -0.15 -0.1314
N 3.02 -0.40 2.16 -0.1116
S 2.65 -0.44 3.79 0.8625
O 2.28 0.79 4.39 -0.5351
O 3.32 -1.43 4.54 -0.5429
F 1.23 -1.14 3.50 -0.1478
S 4.54 0.02 2.32 0.9088
O 5.45 -1.01 2.67 -0.5480
O 4.78 1.34 2.80 -0.5979
F 4.84 0.24 0.77 -0.2633
N 3.18 -1.22 -1.44 -0.0984
S 3.31 -0.39 -2.88 0.9852
O 3.41 -1.20 -4.05 -0.5597
O 3.88 0.91 -2.81 -0.5681
F 1.75 -0.02 -2.87 -0.1603
S 4.64 -1.88 -1.46 0.9418
O 5.75 -1.00 -1.50 -0.5202
O 4.64 -3.12 -2.16 -0.5983
F 4.60 -2.35 0.06 -0.2657
C -3.11 2.60 2.29 -0.2992
O -1.75 3.09 2.18 -0.3366
P -0.57 2.16 2.70 -0.3935
O -0.29 1.02 1.81 1.2207
O 0.62 3.18 2.86 -0.2826
C 0.41 4.39 3.54 -0.9253
O -0.95 1.80 4.18 -0.3208
C -1.25 0.44 4.58 -0.5007
H -3.75 3.43 2.54 0.2897
H -3.19 1.72 2.93 0.2180
H -3.38 2.25 1.29 -0.0205
H 1.16 4.52 4.32 0.3235
H -0.56 4.57 4.01 0.3216
H 0.48 5.28 2.91 0.2931
H -1.36 -0.23 3.74 -0.0056
H -2.18 0.45 5.14 0.3228
H -0.46 0.02 5.20 0.2910
C -3.46 1.26 -2.23 -0.2731
O -2.37 1.25 -3.14 -0.3482
P -0.89 1.55 -2.62 -0.2078
O -0.37 0.64 -1.59 0.8827
O -0.11 1.50 -3.98 -0.3735
C -0.50 2.39 -5.04 -0.8392
O -0.92 3.06 -2.19 -0.3239
C -1.34 3.54 -0.90 -0.0849
H -4.18 2.06 -2.41 0.3523
H -3.27 1.36 -1.16 -0.2567
H -3.94 0.28 -2.30 0.3580
H 0.37 3.01 -5.27 0.2977
H -1.27 3.11 -4.77 0.3109
H -0.80 1.82 -5.91 0.2709
H -2.32 4.00 -1.03 0.3076
H -0.60 4.26 -0.57 0.3493
H -1.44 2.70 -0.22 -0.3321
C 0.14 -4.43 -2.55 -0.7209
C -1.27 -3.85 -2.83 -0.6977
C -1.14 -2.45 -2.17 0.5933
O 0.27 -2.18 -2.09 0.2281
C 1.01 -3.21 -2.75 -0.1102
H 0.32 -5.26 -3.22 0.4949
H 0.09 -4.73 -1.50 0.2254
H -2.11 -4.44 -2.50 0.4264
H -1.40 -3.69 -3.91 0.2843
H -1.59 -2.60 -1.20 -0.4988
H -1.57 -1.68 -2.80 -0.0552
H 2.01 -3.42 -2.35 0.0483
H 1.18 -2.94 -3.79 0.2677
```


Copy entry 7 word for word.
Below is 15 unconnected molecules or ions with the total composition C3H35NO14, with properties calculated with ωB97M-V/def2-TZVPD.

Properties
LUMO level ... -0.124 eV

```
53
Properties=species:S:1:pos:R:3:mulliken_charge:R:1
N -0.80 -1.67 0.74 0.2215
C -1.77 -1.03 1.62 -0.4988
C -1.48 1.01 3.32 -1.0252
C -1.12 0.36 2.20 0.1832
H -0.50 -1.21 -0.08 0.0602
H -1.26 -2.47 0.46 0.0323
H -1.96 -1.78 2.44 0.4149
H -2.72 -0.57 1.04 0.1884
H -1.15 2.03 3.28 0.2324
H -1.71 0.79 4.30 0.3371
H -0.54 0.82 1.43 0.1839
H -2.59 0.27 -3.25 0.3742
H -1.47 1.32 -3.40 0.4583
O -2.45 1.06 -3.71 -0.7429
H 2.45 0.93 2.06 0.3397
H 2.02 2.44 1.77 0.3016
O 2.73 1.82 1.62 -0.6363
H 2.55 3.20 -1.52 0.2226
H 1.29 2.27 -1.12 0.2938
O 2.05 2.52 -1.63 -0.5603
H 0.79 0.55 -1.92 0.3085
H 0.89 -0.96 -1.73 0.1836
O 0.24 -0.22 -1.69 -0.5988
H 2.47 -0.67 3.98 0.2311
H 1.01 -1.03 3.23 0.4308
O 1.76 -0.36 3.47 -0.6291
H 3.93 -1.59 2.36 0.3242
H 3.28 -2.87 2.96 0.3140
O 4.03 -2.52 2.33 -0.6300
H 1.23 -3.74 2.51 0.2691
H 0.92 -2.37 1.96 0.2551
O 0.97 -2.87 2.73 -0.6405
H -0.26 3.13 -2.86 0.2623
H 0.79 2.65 -3.90 0.3296
O -0.03 2.36 -3.46 -0.7000
H -2.75 2.20 -2.67 0.4319
H -2.08 3.59 -2.45 0.3400
O -2.67 3.02 -1.97 -0.7620
H -2.64 -2.81 -2.06 0.3101
H -4.01 -2.47 -1.44 0.3096
O -3.08 -2.08 -1.53 -0.6294
H 0.15 4.29 -1.50 0.3716
H -1.34 4.66 -1.22 0.3417
O -0.64 4.74 -1.83 -0.7337
H 3.34 -2.55 -0.21 0.3228
H 3.10 -3.38 -1.43 0.2837
O 2.59 -2.80 -0.83 -0.5896
H -0.58 1.00 -0.70 0.1824
H -1.24 2.30 -0.75 0.4529
O -0.45 1.92 -0.30 -0.7044
H 0.35 -4.46 -0.08 0.2990
H -1.13 -4.11 -0.55 0.3049
O -0.52 -4.68 -0.04 -0.6219
```